49
Properties=species:S:1:pos:R:3:forces:R:3 method="wB97M-V/def2-TZVPD" e_lumo_ev=0.69 smiles="CC(=O)OC[C@@H](CO[C@@H]1C[C@@H](C)CC(C)(C)C1)OC(C)=O" charge=0 de_lowest_kj_mol=0.0
O 1.086485 -4.975756 -1.745232 0.25 1.01 -0.36
O 3.611569 -0.223321 -2.219294 -1.49 -0.35 0.41
O 1.444866 -3.149198 -0.425974 0.09 0.22 -0.78
O 2.086665 -0.251289 -0.508024 0.54 0.45 0.25
O -0.682389 0.792122 -0.895767 0.59 -0.69 0.38
C 1.424775 -4.478025 -0.697837 -0.65 -1.03 -0.26
C 3.296934 0.041706 -1.070066 0.62 -0.47 -2.51
C 1.723193 -5.422637 0.433228 0.63 1.05 0.76
C 4.381185 0.719339 -0.300765 -1.53 -0.17 2.33
C -5.272430 0.609195 1.049956 0.12 0.14 -0.13
C -1.766976 3.965963 2.223882 0.91 0.62 -0.36
C -3.371880 4.627994 0.484367 -0.30 -0.91 -0.68
C 1.317263 -2.309786 -1.628561 0.18 -0.42 -0.72
C -0.364651 -0.598337 -0.790842 0.58 0.53 0.57
C -3.014053 0.619315 -0.166237 0.27 0.15 0.97
C -1.673341 2.766112 -0.025540 0.64 0.59 -0.41
C -3.569996 2.403824 1.581767 0.35 -0.23 -0.12
C 1.053264 -0.836933 -1.348706 -0.22 -0.08 0.21
C -1.602051 1.234915 0.083064 -1.06 0.58 -0.44
C -4.120783 1.463941 0.538952 -0.09 0.08 -1.26
C -2.565291 3.424686 1.042020 -0.90 0.75 0.37
H 2.753187 -5.779355 0.441542 0.06 0.15 -0.36
H 1.580242 -4.938690 1.386194 -0.16 0.12 0.42
H 1.082395 -6.271562 0.337507 -0.42 -0.44 -0.10
H 4.294581 1.799676 -0.367024 -0.16 0.08 0.10
H 4.262846 0.384303 0.735009 0.24 0.53 0.19
H 5.345648 0.423396 -0.633884 0.51 -0.35 -0.61
H -5.811323 0.172298 0.205142 0.11 -0.24 0.13
H -4.887718 -0.182266 1.708554 -0.31 0.16 -0.07
H -5.991532 1.243249 1.576444 0.06 -0.19 0.16
H -2.311762 4.162661 3.144009 -0.50 -0.02 -0.14
H -0.978320 3.287541 2.487168 0.50 -0.58 0.23
H -1.255971 4.904851 1.942316 -0.20 -0.27 0.08
H -3.978099 5.086061 1.266967 -0.14 -0.21 0.04
H -4.024968 4.283614 -0.353821 0.32 0.42 0.60
H -2.738333 5.420807 0.119002 0.43 0.16 -0.32
H 2.233738 -2.432276 -2.234447 -0.36 0.12 0.45
H 0.486185 -2.670098 -2.254939 0.25 -0.07 0.34
H -0.415759 -0.931009 0.249663 0.01 0.07 0.13
H -1.098703 -1.188370 -1.352985 0.29 -0.06 -0.13
H -3.222751 0.558294 -1.233009 0.17 0.08 -0.14
H -3.011358 -0.418867 0.218041 -0.10 0.37 -0.08
H -0.661172 3.248345 -0.006579 -0.61 -0.67 0.10
H -2.053631 3.001950 -1.029872 -0.08 -0.10 0.14
H -3.103580 1.871919 2.393495 0.26 -0.59 0.44
H -4.390825 2.928219 2.026024 -0.59 0.45 0.36
H 1.034716 -0.278679 -2.281747 0.41 -0.27 -0.40
H -1.301328 0.961864 1.102473 0.36 -0.14 -0.11
H -4.540660 2.127701 -0.249632 0.13 -0.32 0.32